Entry 1:
The following is a DFT calculation (the ωB97M-V functional and the def2-TZVPD basis) of a molecular structure, C35H30N7O4ReS2 in a non-equilibrium geometry.

HOMO energy (spin up / spin down) = -10.1 / -10.0 eV
LUMO level (spin up / spin down) = -4.57 / -4.01 eV
F_max = 0.055 hartree/bohr
Gap between HOMO and LUMO (spin up / spin down) = 5.53 / 6.01 eV
Molar mass = 863.011 g/mol
Energy above the lowest of the compared OMol25 structures with the same formula, charge and spin = 97.0 kJ/mol

ORCA input file:
```
! wB97M-V def2-TZVPD RIJCOSX def2/J DEFGRID3
* xyz 1 2
Re 0.40 -0.35 0.22
O 1.78 -0.22 1.68
C 1.89 0.81 2.47
C 3.13 1.03 3.09
C 3.33 2.10 3.93
C 2.30 2.99 4.19
C 1.06 2.79 3.63
C 0.81 1.70 2.77
C -0.50 1.59 2.22
N -0.89 0.75 1.31
N -2.14 0.85 0.86
C -2.31 0.30 -0.33
O -1.31 -0.23 -0.95
C -3.63 0.35 -0.95
C -3.80 -0.19 -2.23
C -5.03 -0.12 -2.85
C -6.10 0.47 -2.21
C -5.94 0.98 -0.92
C -4.72 0.92 -0.29
H 3.92 0.33 2.86
H 4.30 2.24 4.39
H 2.47 3.84 4.84
H 0.26 3.47 3.84
H -1.25 2.30 2.57
H -2.95 -0.66 -2.71
H -5.15 -0.54 -3.84
H -7.07 0.51 -2.69
H -6.79 1.41 -0.41
H -4.58 1.29 0.71
C -0.33 -5.41 -0.52
N 0.35 -4.98 0.67
C 1.18 -5.74 1.45
C 1.62 -4.97 2.47
N 1.05 -3.73 2.33
C 0.28 -3.74 1.21
S -0.71 -2.54 0.52
C 1.14 -2.68 3.27
C 2.26 -2.56 4.09
C 2.27 -1.53 5.01
C 1.17 -0.69 5.09
C 0.10 -0.91 4.24
N 0.09 -1.87 3.33
H -0.21 -6.48 -0.62
H 0.08 -4.90 -1.39
H -1.39 -5.16 -0.45
H 1.40 -6.76 1.21
H 2.24 -5.22 3.30
H 3.09 -3.24 4.01
H 3.13 -1.38 5.64
H 1.14 0.12 5.80
H -0.80 -0.32 4.29
C -2.71 2.61 -5.62
C -1.78 2.66 -4.44
C -0.41 2.53 -4.61
C 0.45 2.58 -3.52
C -0.08 2.75 -2.26
C -1.44 2.88 -2.06
C -2.29 2.83 -3.15
S 1.01 2.83 -0.86
O 2.21 3.55 -1.19
O 0.28 3.20 0.31
N 1.39 1.23 -0.65
C 2.32 0.54 -1.33
C 3.42 1.01 -2.07
C 4.28 0.09 -2.61
C 4.05 -1.28 -2.42
C 2.94 -1.67 -1.69
N 2.09 -0.79 -1.17
H -2.16 2.78 -6.54
H -3.49 3.36 -5.53
H -3.18 1.64 -5.68
H 0.00 2.41 -5.61
H 1.51 2.50 -3.65
H -1.82 3.03 -1.06
H -3.36 2.94 -3.01
H 3.57 2.08 -2.16
H 5.14 0.41 -3.17
H 4.72 -2.02 -2.83
H 2.72 -2.72 -1.52
*
```



Entry 2:
The following is a DFT calculation (the ωB97M-V functional and the def2-TZVPD basis) of a molecular structure, C35H31As2IN2NdO6S2 in a non-equilibrium geometry.

HOMO energy (spin up / spin down) = -11.1 / -11.1 eV
LUMO level (spin up / spin down) = -3.17 / -2.56 eV
F_max = 0.067 hartree/bohr
Gap between HOMO and LUMO (spin up / spin down) = 7.88 / 8.50 eV
Molar mass = 1060.763 g/mol
Energy above the lowest of the compared OMol25 structures with the same formula, charge and spin = 0.0 kJ/mol

ORCA input file:
```
! wB97M-V def2-TZVPD RIJCOSX def2/J DEFGRID3
* xyz 1 4
Nd -0.47 0.68 -1.08
O 1.77 0.97 -2.37
S 1.16 1.78 -3.46
O 2.06 2.69 -4.14
O 0.00 2.44 -2.83
C 0.50 0.78 -4.72
C 0.99 1.24 -5.94
C 0.63 0.69 -7.14
C -0.30 -0.34 -7.15
C -0.85 -0.78 -5.99
C -0.49 -0.23 -4.78
S -1.46 -0.90 -3.51
O -2.30 -1.92 -4.10
O -2.17 0.21 -2.78
O -0.58 -1.46 -2.42
H 1.70 2.02 -5.93
H 1.03 1.10 -8.06
H -0.54 -0.77 -8.13
H -1.61 -1.55 -5.97
C 0.67 -0.77 3.63
C 1.90 -0.89 2.83
As 1.58 -1.39 0.88
C 3.45 -1.85 0.34
C 4.41 -0.88 0.60
C 5.66 -0.90 -0.02
C 5.95 -1.93 -0.89
C 5.04 -2.95 -1.08
C 3.79 -2.96 -0.45
C 0.92 -3.22 1.14
C 1.52 -4.14 2.04
C 0.94 -5.41 2.15
C -0.23 -5.74 1.48
C -0.75 -4.88 0.55
C -0.17 -3.63 0.41
As -0.69 0.21 2.62
C -2.28 0.45 3.78
C -2.27 1.01 5.07
C -3.48 1.15 5.78
C -4.65 0.67 5.21
C -4.69 0.12 3.94
C -3.49 0.03 3.25
C -0.01 2.01 2.26
C -0.72 3.22 2.46
C -0.27 4.39 1.86
C 0.87 4.43 1.08
C 1.58 3.24 0.87
C 1.10 2.05 1.44
H 0.84 -0.34 4.61
H 0.18 -1.76 3.78
H 2.53 -1.69 3.25
H 2.46 0.03 2.88
H 4.15 -0.09 1.31
H 6.39 -0.14 0.17
H 6.89 -1.90 -1.46
H 5.31 -3.73 -1.75
H 3.14 -3.79 -0.68
H 2.38 -3.85 2.62
H 1.38 -6.11 2.83
H -0.69 -6.70 1.67
H -1.64 -5.13 -0.03
H -0.60 -2.94 -0.29
H -1.34 1.31 5.51
H -3.45 1.59 6.76
H -5.57 0.79 5.78
H -5.67 -0.15 3.49
H -3.52 -0.40 2.24
H -1.58 3.18 3.12
H -0.76 5.33 2.09
H 1.24 5.35 0.62
H 2.47 3.20 0.27
H 1.71 1.16 1.29
I -6.36 2.98 -1.35
C -4.32 3.14 -1.27
C -3.54 3.86 -2.13
N -2.26 3.55 -1.83
N -2.18 2.64 -0.85
C -3.44 2.40 -0.49
H -3.81 4.56 -2.89
H -1.42 3.81 -2.36
H -3.69 1.75 0.33
*
```



Entry 3:
The following is a DFT calculation (the ωB97M-V functional and the def2-TZVPD basis) of a molecular structure, C35H31As2N2OZr in a non-equilibrium geometry.

HOMO energy = -16.4 eV
LUMO level = -10.11 eV
F_max = 0.021 hartree/bohr
Gap between HOMO and LUMO = 6.27 eV
Molar mass = 736.714 g/mol
Energy above the lowest of the compared OMol25 structures with the same formula, charge and spin = 28.6 kJ/mol

ORCA input file:
```
! wB97M-V def2-TZVPD RIJCOSX def2/J DEFGRID3
* xyz 3 1
Zr 0.11 -0.36 0.79
O 1.68 -1.18 0.16
C 2.93 -1.48 0.64
C 4.05 -1.33 -0.15
C 5.29 -1.62 0.38
C 5.41 -2.05 1.70
C 4.28 -2.21 2.49
C 3.01 -1.93 1.97
C 1.79 -2.17 2.74
N 0.55 -1.70 2.48
C -0.29 -2.20 3.48
C 0.45 -2.95 4.33
N 1.74 -2.92 3.84
H 3.93 -1.01 -1.18
H 6.18 -1.52 -0.23
H 6.38 -2.26 2.12
H 4.40 -2.53 3.52
H -1.34 -1.99 3.51
H 0.18 -3.51 5.21
H 2.51 -3.44 4.23
C -1.26 2.13 -2.02
C -1.73 0.79 -2.59
As -1.72 -0.71 -1.32
C -3.32 -0.60 -0.26
C -4.60 -0.54 -0.81
C -5.71 -0.48 0.02
C -5.55 -0.48 1.40
C -4.29 -0.55 1.96
C -3.18 -0.61 1.13
C -1.66 -2.35 -2.31
C -1.29 -3.50 -1.62
C -1.26 -4.71 -2.30
C -1.58 -4.76 -3.65
C -1.94 -3.60 -4.33
C -1.98 -2.39 -3.66
As 0.64 2.01 -1.43
C 0.46 2.07 0.54
C -0.76 2.09 1.25
C -0.80 1.82 2.62
C 0.37 1.52 3.32
C 1.59 1.50 2.64
C 1.63 1.76 1.27
C 1.38 3.78 -1.69
C 2.50 3.89 -2.51
C 3.04 5.14 -2.75
C 2.46 6.27 -2.19
C 1.34 6.15 -1.37
C 0.79 4.91 -1.12
H -1.93 2.52 -1.26
H -1.26 2.86 -2.83
H -1.09 0.47 -3.42
H -2.75 0.88 -2.98
H -4.73 -0.55 -1.89
H -6.70 -0.43 -0.42
H -6.42 -0.44 2.04
H -4.17 -0.58 3.03
H -2.20 -0.69 1.63
H -1.05 -3.47 -0.57
H -0.98 -5.61 -1.77
H -1.55 -5.70 -4.17
H -2.20 -3.65 -5.38
H -2.27 -1.49 -4.20
H -1.69 2.26 0.72
H -1.76 1.82 3.13
H 0.33 1.31 4.38
H 2.50 1.28 3.17
H 2.58 1.68 0.74
H 2.94 3.01 -2.96
H 3.91 5.24 -3.39
H 2.88 7.25 -2.38
H 0.89 7.03 -0.93
H -0.08 4.82 -0.49
*
```



Entry 4:
The following is a DFT calculation (the ωB97M-V functional and the def2-TZVPD basis) of a molecular structure, C35H31BrGeIN2O2PtS2 in a non-equilibrium geometry.

HOMO energy (spin up / spin down) = -10.9 / -11.0 eV
LUMO level (spin up / spin down) = -3.71 / -3.80 eV
F_max = 0.039 hartree/bohr
Gap between HOMO and LUMO (spin up / spin down) = 7.21 / 7.16 eV
Molar mass = 1050.275 g/mol

ORCA input file:
```
! wB97M-V def2-TZVPD RIJCOSX def2/J DEFGRID3
* xyz 1 1
Pt -0.75 -0.58 1.82
C -0.36 1.71 4.81
C -1.14 0.45 4.98
N -1.33 -0.44 4.04
C -2.07 -1.51 4.47
C -2.46 -1.45 5.77
S -1.88 0.00 6.45
C -2.31 -2.54 3.47
C -2.91 -3.75 3.60
S -2.86 -4.59 2.11
C -2.04 -3.31 1.36
N -1.84 -2.29 2.18
C -1.62 -3.36 -0.07
H -0.41 2.02 3.76
H 0.68 1.54 5.09
H -0.76 2.51 5.43
H -3.03 -2.16 6.34
H -3.36 -4.18 4.48
H -1.54 -4.39 -0.41
H -0.66 -2.86 -0.20
H -2.35 -2.84 -0.70
Br 4.68 -3.45 1.67
C 4.44 -1.61 1.98
C 5.56 -0.79 1.93
C 5.44 0.56 2.21
C 4.21 1.10 2.56
C 3.08 0.29 2.59
C 3.20 -1.05 2.28
I 1.48 -2.23 2.30
H 6.52 -1.22 1.68
H 6.32 1.20 2.17
H 4.12 2.15 2.81
H 2.11 0.71 2.83
O -1.47 1.84 1.59
C -0.34 1.93 1.12
O 0.45 0.88 1.15
C 0.19 3.15 0.44
C 0.02 3.08 -1.11
Ge -0.19 1.37 -2.05
C 1.01 -0.13 -1.77
C 0.54 -1.42 -2.03
C 1.41 -2.51 -2.05
C 2.77 -2.31 -1.83
C 3.25 -1.04 -1.56
C 2.37 0.04 -1.52
C -2.00 0.74 -1.66
C -2.28 -0.19 -0.67
C -3.58 -0.56 -0.36
C -4.64 -0.02 -1.07
C -4.39 0.90 -2.08
C -3.08 1.28 -2.37
C -0.08 1.75 -3.95
C -0.64 0.86 -4.86
C -0.51 1.06 -6.23
C 0.21 2.15 -6.70
C 0.77 3.05 -5.81
C 0.63 2.85 -4.44
H 1.25 3.25 0.69
H -0.36 4.01 0.82
H 0.84 3.62 -1.59
H -0.90 3.59 -1.37
H -0.51 -1.57 -2.25
H 1.03 -3.50 -2.26
H 3.45 -3.15 -1.89
H 4.31 -0.88 -1.39
H 2.77 1.03 -1.31
H -1.43 -0.65 -0.13
H -3.78 -1.27 0.45
H -5.66 -0.30 -0.83
H -5.21 1.33 -2.64
H -2.90 1.99 -3.16
H -1.20 -0.01 -4.50
H -0.95 0.35 -6.92
H 0.32 2.30 -7.77
H 1.33 3.90 -6.17
H 1.08 3.56 -3.76
*
```